The following is a quantum chemistry calculation of a molecular structure, C38H35N3O3PRhSi, from the Open Molecules 2025 dataset.

As for the HOMO-LUMO gap (spin up / spin down): 5.203 / 5.201 eV.

Cartesian coordinates (Å):
Rh: -0.28 0.41 -0.16
C: 3.98 0.29 0.29
C: 2.51 0.43 0.42
N: 1.70 0.31 -0.57
N: 2.06 -0.04 -1.83
C: 0.96 -0.18 -2.56
O: -0.24 0.14 -2.19
C: 1.10 -0.79 -3.89
C: -0.11 -1.32 -4.53
C: 0.07 -1.60 -5.96
C: 1.29 -1.61 -6.56
C: 2.46 -1.28 -5.83
C: 2.34 -0.84 -4.51
C: 1.84 0.70 1.71
C: 2.55 0.82 2.89
C: 1.89 1.13 4.07
C: 0.52 1.33 4.04
C: -0.14 1.16 2.83
N: 0.48 0.84 1.71
H: 4.23 0.11 -0.75
H: 4.34 -0.55 0.90
H: 4.48 1.19 0.64
H: -0.95 -0.65 -4.34
H: -0.82 -1.85 -6.54
H: 1.38 -1.86 -7.61
H: 3.42 -1.31 -6.31
H: 3.20 -0.48 -3.97
H: 3.62 0.65 2.88
H: 2.44 1.23 4.99
H: -0.03 1.60 4.92
H: -1.21 1.30 2.75
O: 1.57 -2.46 2.06
C: 0.60 -2.54 1.31
O: 0.44 -1.90 0.19
C: -0.58 -3.41 1.58
C: -0.52 -4.57 2.35
C: -1.62 -5.40 2.41
C: -2.78 -5.08 1.72
C: -2.86 -3.90 0.99
C: -1.75 -3.06 0.92
P: -1.79 -1.49 -0.05
C: -3.49 -0.99 0.49
C: -4.73 -1.43 0.00
C: -5.91 -1.04 0.61
C: -5.89 -0.22 1.73
C: -4.68 0.19 2.26
C: -3.50 -0.19 1.64
C: -1.87 -2.02 -1.79
C: -2.98 -1.72 -2.60
C: -3.11 -2.37 -3.85
C: -2.04 -2.99 -4.41
C: -0.71 -2.80 -3.81
C: -0.78 -2.64 -2.35
H: 0.41 -4.80 2.87
H: -1.58 -6.32 2.98
H: -3.63 -5.74 1.75
H: -3.78 -3.64 0.48
H: -4.78 -2.09 -0.85
H: -6.86 -1.39 0.22
H: -6.82 0.08 2.20
H: -4.65 0.81 3.14
H: -2.55 0.12 2.06
H: -3.76 -1.05 -2.26
H: -4.08 -2.37 -4.35
H: -2.13 -3.54 -5.34
H: 0.00 -3.57 -4.10
H: 0.08 -2.90 -1.75
C: -5.44 2.65 -1.24
Si: -4.13 3.55 -0.26
C: -3.67 5.13 -1.15
C: -4.78 3.93 1.45
C: -2.68 2.47 -0.14
C: -1.78 1.65 -0.12
H: -6.37 3.22 -1.30
H: -5.66 1.68 -0.78
H: -5.09 2.46 -2.26
H: -4.54 5.77 -1.29
H: -3.24 4.89 -2.13
H: -2.91 5.69 -0.58
H: -5.49 4.77 1.43
H: -3.96 4.20 2.12
H: -5.29 3.06 1.87

The following is a quantum chemistry calculation of a molecular structure, C38H36MnN3O4P2S4, from the Open Molecules 2025 dataset.

As for the spin multiplicity: 4. As for the total charge: +1. As for the HOMO-LUMO gap (spin up / spin down): 7.203 / 6.312 eV. As for the relative energy (zero: lowest compared OMol25 entry of this formula, charge and spin): 0.000 eV.

Cartesian coordinates (Å):
Mn: 0.48 0.40 0.33
C: -1.54 -1.23 4.15
C: -1.09 -0.97 2.74
S: -0.21 0.46 2.49
C: -1.39 -1.80 1.68
C: -2.14 -3.09 1.82
S: -0.96 -1.35 0.09
H: -1.15 -0.47 4.82
H: -1.20 -2.21 4.51
H: -2.63 -1.22 4.21
H: -2.16 -3.43 2.86
H: -1.68 -3.87 1.21
H: -3.17 -2.97 1.49
O: 0.56 0.27 -1.72
P: 1.33 1.14 -2.70
C: 1.11 2.89 -2.25
P: -0.41 3.03 -1.22
O: -0.53 2.05 -0.07
C: -1.72 2.71 -2.41
C: -2.38 1.48 -2.41
C: -3.34 1.22 -3.37
C: -3.65 2.17 -4.33
C: -3.03 3.41 -4.31
C: -2.06 3.68 -3.35
C: -0.57 4.71 -0.64
C: -0.06 5.81 -1.33
C: -0.19 7.08 -0.79
C: -0.81 7.25 0.43
C: -1.33 6.16 1.12
C: -1.20 4.89 0.59
C: 3.07 0.70 -2.70
C: 4.08 1.59 -3.05
C: 5.40 1.16 -3.08
C: 5.70 -0.16 -2.76
C: 4.69 -1.05 -2.41
C: 3.38 -0.62 -2.37
C: 0.74 0.87 -4.38
C: 0.37 1.89 -5.25
C: 0.01 1.59 -6.56
C: 0.02 0.27 -7.00
C: 0.39 -0.75 -6.13
C: 0.75 -0.45 -4.83
H: 0.97 3.52 -3.12
H: 1.98 3.24 -1.70
H: -2.13 0.74 -1.66
H: -3.85 0.26 -3.38
H: -4.39 1.96 -5.09
H: -3.30 4.17 -5.04
H: -1.59 4.66 -3.32
H: 0.45 5.68 -2.28
H: 0.21 7.93 -1.33
H: -0.89 8.24 0.86
H: -1.82 6.30 2.07
H: -1.58 4.02 1.12
H: 3.85 2.62 -3.29
H: 6.19 1.85 -3.34
H: 6.73 -0.49 -2.79
H: 4.93 -2.07 -2.15
H: 2.59 -1.30 -2.07
H: 0.33 2.92 -4.93
H: -0.29 2.38 -7.23
H: -0.24 0.05 -8.02
H: 0.39 -1.77 -6.47
H: 1.04 -1.25 -4.15
N: 4.88 3.89 6.42
C: 4.46 3.62 5.15
C: 3.10 3.72 4.82
C: 2.67 3.46 3.54
C: 3.59 3.06 2.57
C: 4.94 2.94 2.89
C: 5.37 3.20 4.17
S: 3.03 2.86 0.93
O: 2.05 3.88 0.67
O: 4.17 2.75 0.06
N: 2.19 1.45 0.88
C: 2.82 0.26 0.95
S: 4.47 -0.17 1.24
C: 4.02 -1.85 1.18
C: 2.71 -1.98 0.93
N: 2.03 -0.79 0.80
H: 4.26 4.34 7.07
H: 5.86 3.97 6.61
H: 2.38 4.03 5.58
H: 1.62 3.55 3.27
H: 5.64 2.66 2.12
H: 6.42 3.11 4.42
H: 4.76 -2.62 1.32
H: 2.17 -2.91 0.83

| no. | total energy (eV) |
| --- | --- |
| 1 | -70758.055 |
| 2 | -145888.389 |